# 1
DFT (ωB97M-V/def2-TZVPD) results for a molecular structure, C19H43MoOP3S2.

Cartesian coordinates (Å):
Mo: -0.01870 -0.32374 -0.04153
P: -2.08454 -1.51644 -0.29772
P: -0.23860 0.55991 2.13608
P: 1.76892 -1.71557 0.60618
H: 5.22059 2.64510 -7.53109
C: 5.32969 1.55549 -7.48717
C: 4.43332 0.73732 -8.05947
H: 3.55666 1.13004 -8.58837
C: -3.46580 -0.71952 -1.19108
C: -2.92279 -2.11569 1.21576
C: -1.77857 -3.08125 -1.19866
C: 1.06625 1.76328 2.57434
C: -1.80439 1.42352 2.48916
C: -0.15891 -0.62532 3.53469
C: 2.70343 -2.40550 -0.80381
C: 1.31073 -3.21394 1.57249
C: 3.09727 -1.02262 1.67375
H: 6.21482 1.16809 -6.97058
H: 4.54925 -0.35198 -8.03169
H: -3.11258 -0.13803 -2.05316
H: -3.98594 -0.03388 -0.50977
H: -4.17961 -1.48879 -1.51827
H: -3.18636 -1.27956 1.87442
H: -2.27072 -2.80823 1.76384
H: -3.84200 -2.64622 0.92757
H: -1.45918 -2.87378 -2.22867
H: -2.70138 -3.68178 -1.22206
H: -0.99041 -3.66036 -0.69864
H: 0.92978 2.07877 3.61944
H: 0.99583 2.63416 1.90981
H: 2.06187 1.31626 2.46114
H: -1.89509 1.58809 3.57221
H: -2.65704 0.82021 2.15026
H: -1.82400 2.39203 1.97403
H: -0.40885 -0.08144 4.45599
H: 0.84341 -1.05669 3.64221
H: -0.88477 -1.43629 3.39375
H: 3.51318 -3.04807 -0.42629
H: 3.12927 -1.59797 -1.41430
H: 2.03534 -3.00052 -1.43815
H: 2.22938 -3.71422 1.91517
H: 0.73671 -3.90721 0.94268
H: 0.70311 -2.95165 2.44862
H: 3.93913 -1.73021 1.69503
H: 2.74733 -0.86647 2.70359
H: 3.44418 -0.06161 1.27199
C: 1.73867 0.62188 -3.04605
C: 2.73547 1.26817 -2.29668
C: 3.83783 1.82364 -2.95928
C: 3.90322 1.78398 -4.35567
C: 2.88566 1.17895 -5.09820
C: 1.78920 0.62757 -4.45795
S: 0.41273 -0.32136 -2.41465
H: 0.19528 1.22907 -0.70340
H: 2.64097 1.28544 -1.20870
H: 4.63771 2.28161 -2.37171
H: 4.77115 2.19357 -4.87077
H: 2.97138 1.14081 -6.18010
H: 0.97108 0.14562 -4.98691
C: -0.39385 3.75422 -1.54242
S: -1.37303 2.25622 -1.27752
C: -2.85960 2.85040 -0.40834
O: -1.85095 1.84935 -2.63162
H: -0.29361 4.31033 -0.60136
H: -0.90977 4.36295 -2.30441
H: 0.59965 3.45864 -1.90447
H: -3.66622 2.91892 -1.14844
H: -3.15720 2.12958 0.36963
H: -2.65497 3.83840 0.02290

Values from the calculation:
- relative energy (zero: lowest compared OMol25 entry of this formula, charge and spin) (kJ/mol) = 0.00
- net charge = +4
- E_HOMO (spin up / spin down) (Eh) = -0.72048 / -0.71955
- 2S+1 = 3
- HOMO-LUMO gap (spin up / spin down) (eV) = 5.798 / 4.217
- lowest unoccupied orbital energy (spin up / spin down) (hartree) = -0.507 / -0.565

---

# 2
DFT (ωB97M-V/def2-TZVPD) results for 6 unconnected molecules or ions with the total composition C40H78O17PS6.

Cartesian coordinates (Å):
C: 2.16675 -5.56749 2.17260
C: 3.08962 -4.61847 2.06760
C: 3.95974 -3.33592 1.66425
O: 4.08558 -2.23421 2.62737
P: 4.96550 -0.87819 1.90844
C: 3.30348 0.06710 1.97749
C: 3.31077 1.35267 2.99601
C: 1.82427 2.05544 3.08245
S: 1.07260 1.71275 4.75247
C: 5.79960 0.58884 0.93576
O: 5.13702 0.86937 -0.35049
O: 4.69439 2.15723 -0.21113
C: 6.73193 -1.58431 2.22641
C: 7.52877 -0.77820 3.40575
O: 7.92419 -1.43496 4.44950
O: 7.85854 0.61840 3.34659
O: 4.77832 -1.53428 0.28160
C: 3.88615 -2.71304 0.17588
C: 2.51368 -2.13421 -0.43334
C: 1.17034 -2.48664 0.37942
C: -0.17515 -2.05209 -0.45862
C: -0.40708 -0.45133 -0.51130
C: -1.69281 -0.02439 0.37581
C: -1.21761 0.43416 1.88279
C: -2.50960 0.27512 2.84150
C: -2.45406 -1.00268 3.83918
C: -1.73734 -2.30971 3.21384
O: -2.61811 -3.46855 3.49110
C: -1.90139 -4.65796 2.99560
H: 1.34043 -6.37316 2.05347
H: 5.04348 -3.78319 1.67382
H: 5.17003 -0.27623 3.23115
H: 2.48513 -0.64014 2.40143
H: 2.92103 0.47089 0.96956
H: 4.00211 2.18682 2.56253
H: 3.64849 1.06626 4.06406
H: 1.99167 3.21005 3.01714
H: 1.16737 1.71939 2.18576
H: 0.03206 2.63115 4.89363
H: 5.86634 1.53000 1.62104
H: 6.91134 0.34860 0.66253
H: 3.73635 2.20004 -0.46940
H: 6.60472 -2.66199 2.66238
H: 7.36601 -1.71491 1.27087
H: 7.56953 1.02760 4.21201
H: 4.38165 -3.31133 -0.68240
H: 2.38460 -2.58766 -1.50042
H: 2.57439 -0.98500 -0.60213
H: 1.09614 -3.65049 0.45371
H: 1.11773 -1.98657 1.42850
H: -0.04400 -2.46919 -1.53874
H: -1.10975 -2.60061 -0.02344
H: -0.58756 -0.11011 -1.60720
H: 0.53194 0.03925 -0.02767
H: -2.44641 -0.89750 0.55280
H: -2.32705 0.83875 -0.10928
H: -0.93552 1.56068 1.77745
H: -0.30366 -0.19564 2.20120
H: -3.48895 0.32404 2.21323
H: -2.53844 1.22312 3.51891
H: -3.56549 -1.30013 4.04162
H: -2.02008 -0.73454 4.88584
H: -0.75588 -2.48299 3.80054
H: -1.59906 -2.27710 2.07177
H: -1.12201 -4.39240 2.17425
H: -2.60604 -5.43774 2.52588
H: -1.37433 -5.11297 3.93499
C: 0.30994 0.21703 -6.19630
C: 0.04794 -1.24599 -6.55809
C: 0.27832 -2.07902 -5.29661
S: -0.07519 -1.00041 -3.91382
O: 1.14817 -0.77811 -3.17910
O: -1.29608 -1.43455 -3.27218
C: -0.42287 0.45543 -4.88397
H: -0.03587 0.89543 -6.97715
H: 1.38549 0.37702 -6.05988
H: -0.99000 -1.35872 -6.88994
H: 0.69155 -1.58210 -7.37535
H: -0.38486 -2.94482 -5.25935
H: 1.31804 -2.40290 -5.21539
H: -0.08008 1.34501 -4.35627
H: -1.50333 0.50294 -5.03991
C: -5.09337 -9.61500 2.05786
C: -3.95624 -10.37555 2.74193
C: -2.65897 -10.00782 2.02025
S: -2.90559 -8.36621 1.35359
O: -2.89371 -8.44897 -0.08898
O: -2.07972 -7.42793 2.08032
C: -4.59525 -8.18531 1.89563
H: -6.01632 -9.65453 2.64115
H: -5.29421 -10.05598 1.07548
H: -3.89335 -10.06966 3.79186
H: -4.12437 -11.45541 2.72486
H: -1.80780 -9.99715 2.70291
H: -2.45903 -10.68450 1.18691
H: -5.16273 -7.61322 1.16146
H: -4.58402 -7.66119 2.85454
C: 0.93647 8.05738 2.25313
C: 1.36894 6.87030 3.11502
C: 0.11954 6.04064 3.41356
S: -0.99943 6.31039 2.04397
O: -2.16765 7.00824 2.53382
O: -1.09616 5.09911 1.26097
C: 0.03257 7.47699 1.17418
H: 1.79394 8.57843 1.82073
H: 0.37775 8.77398 2.86494
H: 2.09159 6.26168 2.56074
H: 1.85511 7.19665 4.03776
H: 0.35130 4.97653 3.48776
H: -0.37601 6.37794 4.32627
H: -0.58645 8.22783 0.68261
H: 0.61177 6.92181 0.43223
C: -7.02598 3.16036 -0.52240
C: -6.13177 4.38761 -0.33776
C: -5.23015 4.12123 0.86856
S: -5.03293 2.34596 0.96298
O: -5.65934 1.87734 2.17825
O: -3.67434 1.99852 0.61026
C: -6.10181 1.95543 -0.41062
H: -7.54701 3.17874 -1.48265
H: -7.77994 3.12981 0.27167
H: -5.51698 4.52840 -1.23344
H: -6.71932 5.29853 -0.19721
H: -4.25089 4.58842 0.75040
H: -5.69408 4.45966 1.79730
H: -6.63256 1.02323 -0.21637
H: -5.47714 1.85451 -1.30160
C: 2.02991 5.19632 -6.49641
C: 2.46101 4.51317 -7.79515
C: 1.45308 3.39994 -8.08445
S: -0.08937 3.91589 -7.33953
O: -0.40900 3.00377 -6.26430
O: -1.03670 4.24236 -8.38241
C: 0.53123 5.43011 -6.63036
H: 2.56884 6.13223 -6.33217
H: 2.23199 4.53542 -5.64668
H: 2.44880 5.24286 -8.61213
H: 3.47697 4.11662 -7.72533
H: 1.30741 3.25737 -9.15642
H: 1.75382 2.45785 -7.62131
H: 0.03966 5.62378 -5.67676
H: 0.32040 6.23924 -7.33397

Values from the calculation:
- net charge = -1
- E_HOMO (Eh) = -0.16493
- 2S+1 = 1
- HOMO-LUMO gap (eV) = 6.013
- lowest unoccupied orbital energy (hartree) = 0.056

---

no.,energy (a.u.)
1,-2711.9362
2,-5579.9543